DFT (ωB97M-V/def2-TZVPD) results for a structure of composition C18H16F6N8O6RbS3.

Cartesian coordinates (Å):
Rb1 -0.61 0.00 -0.43
S1 0.95 0.83 -2.92
S2 -1.54 2.05 -2.87
S3 0.58 -3.25 -1.56
F1 2.68 2.55 -3.91
F2 -1.71 3.70 -0.83
F3 -3.27 3.87 -2.33
F4 2.79 0.54 -4.73
F5 -1.29 4.67 -2.72
F6 1.17 1.87 -5.30
O1 -1.76 -4.47 1.27
O2 1.88 0.58 -1.85
O3 -1.90 2.12 -4.26
O4 -1.13 -1.99 1.28
O5 -2.24 1.09 -2.03
O6 0.20 -0.26 -3.48
N1 1.62 -4.98 1.79
N2 0.03 2.08 -2.55
N3 1.80 -2.98 0.89
N4 -1.13 -0.81 3.29
N5 -0.50 0.19 2.56
N6 0.65 2.33 1.21
N7 2.02 -1.61 0.77
N8 1.17 -4.95 0.49
C1 -2.83 -5.34 4.61
C2 0.12 4.91 2.06
C3 -1.96 3.67 -2.14
C4 -0.16 2.54 2.25
C5 0.97 4.69 1.00
C6 -2.21 -3.03 4.60
C7 -0.46 3.82 2.70
C8 -2.68 -4.13 5.29
C9 1.20 3.38 0.60
C10 -2.51 -5.43 3.27
C11 1.99 -3.76 2.01
C12 1.95 1.49 -4.29
C13 2.48 -3.20 3.29
C14 -0.80 1.37 2.91
C15 1.20 -3.74 -0.09
C16 -2.04 -4.31 2.58
C17 -1.32 -1.88 2.54
C18 -1.87 -3.09 3.25
H1 1.83 3.15 -0.25
H2 -1.52 -3.57 0.93
H3 1.44 5.50 0.46
H4 1.33 -1.13 1.33
H5 -0.10 5.92 2.40
H6 -2.63 -6.35 2.72
H7 -3.20 -6.22 5.13
H8 3.46 -2.73 3.18
H9 0.62 -5.71 0.13
H10 -1.14 3.95 3.53
H11 2.95 -1.36 1.04
H12 1.78 -2.45 3.66
H13 -2.08 -2.08 5.10
H14 -2.94 -4.05 6.34
H15 2.56 -4.01 4.02
H16 -1.54 1.55 3.69

## Properties
E_tot = -3402.996600 Ha
LUMO energy = 2.16 eV
Energy above the lowest of the compared OMol25 structures with the same formula, charge and spin = 56.17 kJ/mol
HOMO level = -5.32 eV
Charge = -1